The following is a quantum chemistry calculation of C3H5N3O in the gas phase in a non-equilibrium geometry, from the OMol25 dataset.

For the energy above the lowest of the compared OMol25 structures with the same formula, charge and spin, the calculation gives 572.26 kJ/mol. For the frontier orbital gap, the calculation gives 9.02 eV. The energy is -356.63941 Ha. As for the LUMO energy: 0.220 eV.

Each line ends with the natural charge from an NBO analysis.
Geometry (Å):
C (-1.049, 0.574, -0.169)  -0.545
C (0.247, 1.285, -0.119)  0.089
C (-0.889, -0.836, 0.345)  0.135
N (2.389, 0.013, -0.295)  0.275
N (-0.884, -1.821, -0.397)  -0.588
N (1.370, 0.649, 0.043)  -0.196
O (3.289, -0.376, 0.371)  -0.370
H (-1.521, 0.672, -1.256)  0.253
H (0.043, 2.338, -0.317)  0.203
H (-1.941, 1.060, 0.274)  0.247
H (-0.463, -0.893, 1.419)  0.153
H (-0.591, -2.665, 0.101)  0.344